Arrangement one

Computed, not measured: a cluster of 2 separate species, C2H8N2OP in total, with ωB97M-V/def2-TZVPD.

Structure (ORCA input):
```
! wB97M-V def2-TZVPD RIJCOSX def2/J DEFGRID3
* xyz -1 1
C -1.31 0.99 -0.59
C 0.21 0.49 1.25
N 1.61 -1.47 -0.16
N -0.57 0.04 0.12
O 2.45 -2.21 -0.68
P 0.01 -1.25 -0.92
H -2.30 1.09 -0.15
H -0.79 1.88 -0.88
H -1.37 0.59 -1.71
H -0.51 0.91 2.02
H 0.71 -0.34 1.79
H 1.05 1.15 1.19
H 1.44 0.35 -1.37
H -0.64 -2.21 0.10
*
```

For the HOMO-LUMO gap (alpha / beta), the calculation gives 6.63 / 6.62 eV. The value obtained for the LUMO energy (alpha / beta) is 4.214 / 4.214 eV. The value obtained for the highest occupied orbital energy (alpha / beta) is -2.41 / -2.41 eV.

Results of the Löwdin charge analysis, in e, for atoms 1 through 8: atom 1 (C): -0.29, atom 2 (C): -0.23, atom 3 (N): -0.41, atom 4 (N): -0.56, atom 5 (O): -0.26, atom 6 (P): 0.63, atom 7 (H): 0.06, atom 8 (H): 0.03

***

Arrangement two

Computed, not measured: the ion C2H8N2OP with charge -1, with ωB97M-V/def2-TZVPD.

Structure (ORCA input):
```
! wB97M-V def2-TZVPD RIJCOSX def2/J DEFGRID3
* xyz -1 1
C 0.10 -0.25 1.35
C 0.59 0.17 -0.90
N -1.39 2.07 -1.43
N -0.49 -0.22 0.03
O -2.50 1.01 -1.14
P -1.93 0.95 0.30
H -0.70 -0.20 2.05
H 0.82 -1.13 1.30
H 0.87 0.60 1.54
H 0.30 0.91 -1.60
H 1.51 0.55 -0.38
H 0.87 -0.79 -1.63
H -1.87 3.04 -1.22
H -2.57 -0.41 0.84
*
```

For the HOMO-LUMO gap, the calculation gives 7.03 eV. The value obtained for the LUMO energy is 4.382 eV. The value obtained for the highest occupied orbital energy is -2.65 eV.

Results of the Löwdin charge analysis, in e, for atoms 1 through 8: atom 1 (C): -0.31, atom 2 (C): -0.22, atom 3 (N): -0.25, atom 4 (N): -0.42, atom 5 (O): -0.60, atom 6 (P): 0.63, atom 7 (H): 0.00, atom 8 (H): 0.08

***

Tell me which of them is the least stable. Sure, it is arrangement one.